Formula: C2H2FO3S
Source: the OMol25 dataset
Level of theory: ωB97M-V/def2-TZVPD

Computed properties:
**Strongest force on any atom**: 3.80 eV/A
**Energy**: -21802.8744 eV
**LUMO level**: 3.9 eV

Geometry as ORCA input:
```
! RIJCOSX wB97M-V def2-TZVPD def2/J DEFGRID3
* xyz -1 1
F -1.49 -1.24 1.08
O -1.77 -0.99 -1.08
C -0.34 0.54 0.10
H -0.21 1.24 -0.72
S 1.65 -0.17 0.36
O 1.74 -0.94 -0.89
H -0.67 0.89 1.06
C -1.27 -0.45 -0.16
O 2.35 1.12 0.25
*
```

Atomic charges from the Löwdin analysis, expressed in e, are listed below: number 1, F, carries -0.09; number 2, O, carries 0.10; number 3, C, carries -0.21; number 4, H, carries 0.09; number 5, S, carries 0.69; number 6, O, carries -0.54; number 7, H, carries 0.07; number 8, C, carries -0.55; number 9, O, carries -0.56

***

Formula: C2H2FO3Sr
Source: the OMol25 dataset
Level of theory: ωB97M-V/def2-TZVPD

Computed properties:
**Strongest force on any atom**: 2.80 eV/A
**Energy**: -11783.6699 eV
**LUMO level (spin up / spin down)**: -9.8 / -9.8 eV

Geometry as ORCA input:
```
! RIJCOSX wB97M-V def2-TZVPD def2/J DEFGRID3
* xyz 2 2
Sr -2.35 1.42 0.36
O -0.01 1.73 0.74
C 1.06 1.31 1.13
F 4.18 3.46 3.88
H 4.16 1.48 3.55
C 3.49 2.35 3.65
H 2.76 0.54 0.85
O 2.05 1.01 0.39
O 2.35 2.42 3.25
*
```

Atomic charges from the Löwdin analysis, expressed in e, are listed below: number 1, Sr, carries 1.94; number 2, O, carries -0.17; number 3, C, carries -0.23; number 4, F, carries 0.12; number 5, H, carries 0.15; number 6, C, carries -0.27; number 7, H, carries 0.17; number 8, O, carries 0.22; number 9, O, carries 0.06

***

Formula: C2H2FOP
Source: the OMol25 dataset
Level of theory: ωB97M-V/def2-TZVPD

Computed properties:
**Strongest force on any atom**: 2.62 eV/A
**Energy**: -16157.5612 eV
**LUMO level**: 0.6 eV

Geometry as ORCA input:
```
! RIJCOSX wB97M-V def2-TZVPD def2/J DEFGRID3
* xyz 0 1
H 0.61 -1.46 -1.07
C 0.43 1.08 1.80
H 1.32 0.99 2.46
P -0.21 -2.10 1.20
O -0.63 0.70 2.10
C 0.27 -2.00 -0.22
F 0.53 1.60 0.60
*
```

Atomic charges from the Löwdin analysis, expressed in e, are listed below: number 1, H, carries -0.08; number 2, C, carries -0.42; number 3, H, carries 0.15; number 4, P, carries 0.74; number 5, O, carries 0.04; number 6, C, carries -0.53; number 7, F, carries 0.09

***

Formula: C2H2FOP
Source: the OMol25 dataset
Level of theory: ωB97M-V/def2-TZVPD

Computed properties:
**Strongest force on any atom**: 2.91 eV/A
**Energy**: -16159.1809 eV
**LUMO level**: 0.4 eV

Geometry as ORCA input:
```
! RIJCOSX wB97M-V def2-TZVPD def2/J DEFGRID3
* xyz 0 1
H 0.86 1.46 0.94
F -0.45 -1.76 -0.30
C 0.26 0.64 0.35
H 1.48 -0.88 -1.06
P 0.99 -1.02 0.17
C -1.02 0.78 0.12
O -2.12 0.77 -0.22
*
```

Atomic charges from the Löwdin analysis, expressed in e, are listed below: number 1, H, carries 0.11; number 2, F, carries -0.39; number 3, C, carries -0.35; number 4, H, carries -0.11; number 5, P, carries 0.87; number 6, C, carries -0.32; number 7, O, carries 0.19

***

Formula: C2H2FOTl
Source: the OMol25 dataset
Level of theory: ωB97M-V/def2-TZVPD

Computed properties:
**Strongest force on any atom**: 3.72 eV/A
**Energy**: -11559.7155 eV
**LUMO level (spin up / spin down)**: -0.2 / -0.2 eV

Geometry as ORCA input:
```
! RIJCOSX wB97M-V def2-TZVPD def2/J DEFGRID3
* xyz 0 1
F -0.54 1.27 -0.06
C -0.44 -1.02 -0.70
O 0.11 -1.13 0.56
Tl 1.68 0.39 0.14
C -1.19 0.03 -0.19
H -2.24 0.08 0.08
H -1.08 -1.86 -1.02
*
```

Atomic charges from the Löwdin analysis, expressed in e, are listed below: number 1, F, carries -0.18; number 2, C, carries -0.42; number 3, O, carries -0.45; number 4, Tl, carries 0.92; number 5, C, carries -0.10; number 6, H, carries 0.14; number 7, H, carries 0.09

***

Formula: C2H2FP
Source: the OMol25 dataset
Level of theory: ωB97M-V/def2-TZVPD

Computed properties:
**Strongest force on any atom**: 3.27 eV/A
**Energy**: -14109.9596 eV
**LUMO level**: 0.6 eV

Geometry as ORCA input:
```
! RIJCOSX wB97M-V def2-TZVPD def2/J DEFGRID3
* xyz 0 1
C -0.20 -0.01 0.67
H -0.49 0.22 -1.59
C -0.52 -0.13 -0.54
F -2.68 0.84 -0.03
H 0.22 0.13 1.63
P -2.17 -0.72 0.04
*
```

Atomic charges from the Löwdin analysis, expressed in e, are listed below: number 1, C, carries -0.08; number 2, H, carries 0.07; number 3, C, carries -0.46; number 4, F, carries -0.44; number 5, H, carries 0.04; number 6, P, carries 0.87

***

Formula: C2H2HgLiO2
Source: the OMol25 dataset
Level of theory: ωB97M-V/def2-TZVPD

Computed properties:
**Strongest force on any atom**: 4.87 eV/A
**Energy**: -10576.3485 eV
**LUMO level (spin up / spin down)**: -1.2 / -1.5 eV

Geometry as ORCA input:
```
! RIJCOSX wB97M-V def2-TZVPD def2/J DEFGRID3
* xyz 0 2
H 0.27 -1.62 0.46
C 0.11 -0.53 0.44
C 1.29 0.22 0.19
O -1.08 -0.07 -0.02
Li -2.30 -0.99 -1.08
H 1.17 -0.05 1.48
Hg -0.68 1.56 -1.33
O 1.22 1.48 -0.14
*
```

Atomic charges from the Löwdin analysis, expressed in e, are listed below: number 1, H, carries 0.11; number 2, C, carries -0.39; number 3, C, carries -0.34; number 4, O, carries -0.62; number 5, Li, carries 0.64; number 6, H, carries 0.19; number 7, Hg, carries 0.72; number 8, O, carries -0.30

***

Formula: C2H2I2
Source: the OMol25 dataset
Level of theory: ωB97M-V/def2-TZVPD

Computed properties:
**Strongest force on any atom**: 2.73 eV/A
**Energy**: -18305.0445 eV
**LUMO level**: 0.3 eV

Geometry as ORCA input:
```
! RIJCOSX wB97M-V def2-TZVPD def2/J DEFGRID3
* xyz 0 1
I -1.38 2.33 0.54
C -1.71 0.36 0.17
H 3.74 0.27 -1.00
H -2.04 -1.89 -0.20
I 3.30 -0.23 0.50
C -1.91 -0.84 -0.01
*
```

Atomic charges from the Löwdin analysis, expressed in e, are listed below: number 1, I, carries 0.82; number 2, C, carries -0.81; number 3, H, carries -0.33; number 4, H, carries 0.02; number 5, I, carries 0.33; number 6, C, carries -0.03

***

Formula: C2H2I3NO
Source: the OMol25 dataset
Level of theory: ωB97M-V/def2-TZVPD

Computed properties:
**Strongest force on any atom**: 3.49 eV/A
**Energy**: -29945.3722 eV
**LUMO level**: -0.7 eV

Geometry as ORCA input:
```
! RIJCOSX wB97M-V def2-TZVPD def2/J DEFGRID3
* xyz 0 1
C -0.09 0.46 -0.59
H 0.35 -0.33 -2.29
N 0.16 -0.65 -1.33
I 1.26 -1.30 1.63
I -2.16 -0.48 1.55
C -0.14 0.20 1.09
O -0.37 1.56 -0.97
H 0.70 -1.45 -1.13
I 0.29 1.98 2.06
*
```

Atomic charges from the Löwdin analysis, expressed in e, are listed below: number 1, C, carries -0.74; number 2, H, carries 0.13; number 3, N, carries 0.12; number 4, I, carries 0.75; number 5, I, carries 0.69; number 6, C, carries -1.80; number 7, O, carries 0.01; number 8, H, carries 0.03; number 9, I, carries 0.81

***

Formula: C2H2IN2OP
Source: the OMol25 dataset
Level of theory: ωB97M-V/def2-TZVPD

Computed properties:
**Strongest force on any atom**: 2.32 eV/A
**Energy**: -24519.5465 eV
**LUMO level**: -0.8 eV

Geometry as ORCA input:
```
! RIJCOSX wB97M-V def2-TZVPD def2/J DEFGRID3
* xyz 0 1
H -1.02 0.11 -2.43
O -0.53 0.58 0.56
H -0.61 2.21 -1.57
N 1.15 -0.77 -0.31
I -0.67 -1.19 3.49
P 0.11 1.06 -2.02
N 1.06 -1.35 0.92
C 0.24 0.27 -0.37
C 0.27 -0.94 1.74
*
```

Atomic charges from the Löwdin analysis, expressed in e, are listed below: number 1, H, carries -0.05; number 2, O, carries -0.07; number 3, H, carries -0.11; number 4, N, carries -0.03; number 5, I, carries 0.99; number 6, P, carries 0.84; number 7, N, carries -0.03; number 8, C, carries -0.84; number 9, C, carries -0.71

***

Formula: C2H2IN3
Source: the OMol25 dataset
Level of theory: ωB97M-V/def2-TZVPD

Computed properties:
**Strongest force on any atom**: 4.65 eV/A
**Energy**: -14673.9530 eV
**LUMO level**: -0.5 eV

Geometry as ORCA input:
```
! RIJCOSX wB97M-V def2-TZVPD def2/J DEFGRID3
* xyz 0 1
C 0.15 -1.60 0.83
H -1.55 0.97 -1.93
N -0.77 0.91 -1.31
N 0.79 -1.33 1.81
I 0.22 -2.76 -1.92
C -0.17 0.97 -0.28
N -0.47 -1.98 -0.20
H 0.88 -0.88 2.63
*
```

Atomic charges from the Löwdin analysis, expressed in e, are listed below: number 1, C, carries -0.51; number 2, H, carries 0.07; number 3, N, carries 0.05; number 4, N, carries 0.21; number 5, I, carries 0.72; number 6, C, carries -0.05; number 7, N, carries -0.53; number 8, H, carries 0.03

***

Formula: C2H2IN3S
Source: the OMol25 dataset
Level of theory: ωB97M-V/def2-TZVPD

Computed properties:
**Strongest force on any atom**: 1.99 eV/A
**Energy**: -25506.1755 eV
**LUMO level (spin up / spin down)**: -1.3 / -1.3 eV

Geometry as ORCA input:
```
! RIJCOSX wB97M-V def2-TZVPD def2/J DEFGRID3
* xyz 0 1
N 0.04 0.32 -0.31
H -1.89 2.48 1.12
C -1.13 1.78 0.74
H 2.08 -2.92 -1.01
I 0.74 -1.02 -1.91
N -0.77 1.40 -0.43
N 1.07 -2.71 -1.02
S -0.41 0.88 1.97
C 0.27 -0.21 0.86
*
```

Atomic charges from the Löwdin analysis, expressed in e, are listed below: number 1, N, carries -0.58; number 2, H, carries 0.08; number 3, C, carries -0.51; number 4, H, carries -0.10; number 5, I, carries 1.32; number 6, N, carries -0.06; number 7, N, carries -0.55; number 8, S, carries 0.94; number 9, C, carries -0.54

***

Formula: C2H2Li2O2
Source: the OMol25 dataset
Level of theory: ωB97M-V/def2-TZVPD

Computed properties:
**Strongest force on any atom**: 3.70 eV/A
**Energy**: -6605.1389 eV
**LUMO level (spin up / spin down)**: -4.0 / -4.0 eV

Geometry as ORCA input:
```
! RIJCOSX wB97M-V def2-TZVPD def2/J DEFGRID3
* xyz 1 2
Li 1.95 -2.59 0.46
C 0.10 -0.32 0.62
Li 0.30 2.29 -1.60
H 0.72 0.63 0.93
C -0.97 0.22 -0.12
O 0.66 -1.39 0.25
H -1.94 -0.30 -0.08
O -0.82 1.46 -0.45
*
```

Atomic charges from the Löwdin analysis, expressed in e, are listed below: number 1, Li, carries 0.86; number 2, C, carries -0.29; number 3, Li, carries 0.86; number 4, H, carries 0.14; number 5, C, carries -0.25; number 6, O, carries -0.23; number 7, H, carries 0.14; number 8, O, carries -0.22

***

Formula: C2H2LiO2
Source: the OMol25 dataset
Level of theory: ωB97M-V/def2-TZVPD

Computed properties:
**Strongest force on any atom**: 4.46 eV/A
**Energy**: -6402.3446 eV
**LUMO level (spin up / spin down)**: -0.7 / -0.8 eV

Geometry as ORCA input:
```
! RIJCOSX wB97M-V def2-TZVPD def2/J DEFGRID3
* xyz 0 2
C 0.13 0.67 0.21
C 0.47 0.14 -1.01
H -0.27 -0.97 1.17
O -0.83 -0.15 0.86
H 0.83 1.18 0.88
Li -1.76 -0.24 -0.86
O 1.43 -0.64 -1.25
*
```

Atomic charges from the Löwdin analysis, expressed in e, are listed below: number 1, C, carries -0.35; number 2, C, carries -0.34; number 3, H, carries 0.16; number 4, O, carries -0.23; number 5, H, carries 0.09; number 6, Li, carries 0.75; number 7, O, carries -0.08

***

Formula: C2H2LiO2Tl
Source: the OMol25 dataset
Level of theory: ωB97M-V/def2-TZVPD

Computed properties:
**Strongest force on any atom**: 7.12 eV/A
**Energy**: -11089.9535 eV
**LUMO level (spin up / spin down)**: -4.9 / -5.1 eV

Geometry as ORCA input:
```
! RIJCOSX wB97M-V def2-TZVPD def2/J DEFGRID3
* xyz 1 2
C -1.20 0.42 -0.05
Tl 0.47 0.70 -1.73
O -0.79 -0.56 0.92
C 0.44 -0.87 0.67
O 1.37 -0.75 -0.05
H -2.05 0.05 -0.64
Li 3.18 -0.37 0.42
H -1.43 1.37 0.44
*
```

Atomic charges from the Löwdin analysis, expressed in e, are listed below: number 1, C, carries -0.30; number 2, Tl, carries 0.92; number 3, O, carries -0.02; number 4, C, carries -0.32; number 5, O, carries -0.23; number 6, H, carries 0.05; number 7, Li, carries 0.84; number 8, H, carries 0.06

***

Formula: C2H2N2
Source: the OMol25 dataset
Level of theory: ωB97M-V/def2-TZVPD

Computed properties:
**Strongest force on any atom**: 2.76 eV/A
**Energy**: -5082.6578 eV
**LUMO level**: -0.3 eV

Geometry as ORCA input:
```
! RIJCOSX wB97M-V def2-TZVPD def2/J DEFGRID3
* xyz 0 1
N 2.26 -0.31 0.09
C -1.12 -0.27 -0.04
H -0.96 1.82 -0.05
C 1.28 -0.91 0.06
H -0.16 -1.21 0.02
N -1.30 0.88 -0.07
*
```

Atomic charges from the Löwdin analysis, expressed in e, are listed below: number 1, N, carries -0.04; number 2, C, carries 0.01; number 3, H, carries 0.12; number 4, C, carries -0.26; number 5, H, carries 0.01; number 6, N, carries 0.17

***

Formula: C2H2N2O
Source: the OMol25 dataset
Level of theory: ωB97M-V/def2-TZVPD

Computed properties:
**Strongest force on any atom**: 1.01 eV/A
**Energy**: -7130.7903 eV
**LUMO level**: 0.2 eV

Geometry as ORCA input:
```
! RIJCOSX wB97M-V def2-TZVPD def2/J DEFGRID3
* xyz 0 1
N 0.35 -0.79 0.94
C 0.26 1.39 0.12
O -0.56 -0.27 -1.12
N 0.50 0.52 0.89
H -0.45 -2.17 -0.36
H 0.17 2.41 -0.22
C -0.26 -1.09 -0.25
*
```

Atomic charges from the Löwdin analysis, expressed in e, are listed below: number 1, N, carries 0.01; number 2, C, carries 0.18; number 3, O, carries -0.02; number 4, N, carries -0.04; number 5, H, carries 0.13; number 6, H, carries 0.10; number 7, C, carries -0.36

***

Formula: C2H2N2O
Source: the OMol25 dataset
Level of theory: ωB97M-V/def2-TZVPD

Computed properties:
**Strongest force on any atom**: 0.63 eV/A
**Energy**: -7129.3516 eV
**LUMO level**: 0.4 eV

Geometry as ORCA input:
```
! RIJCOSX wB97M-V def2-TZVPD def2/J DEFGRID3
* xyz 0 1
H 1.30 -0.94 0.47
C -0.91 -0.11 0.08
C 1.22 0.03 -0.36
N -0.68 1.15 -0.01
H -1.89 -0.52 0.25
N 0.23 -0.88 -0.18
O 0.69 1.25 -0.21
*
```

Atomic charges from the Löwdin analysis, expressed in e, are listed below: number 1, H, carries 0.18; number 2, C, carries -0.19; number 3, C, carries -0.18; number 4, N, carries 0.10; number 5, H, carries 0.12; number 6, N, carries 0.03; number 7, O, carries -0.06

***

Formula: C2H2N2O
Source: the OMol25 dataset
Level of theory: ωB97M-V/def2-TZVPD

Computed properties:
**Strongest force on any atom**: 6.45 eV/A
**Energy**: -7130.3731 eV
**LUMO level**: -0.5 eV

Geometry as ORCA input:
```
! RIJCOSX wB97M-V def2-TZVPD def2/J DEFGRID3
* xyz 0 1
C -0.49 1.34 0.15
O 0.88 -1.95 -0.45
H 1.14 -2.39 0.26
H -0.49 0.14 -1.55
N -1.23 2.14 0.62
C -0.03 0.12 -0.41
N 0.58 -0.83 0.31
*
```

Atomic charges from the Löwdin analysis, expressed in e, are listed below: number 1, C, carries -0.22; number 2, O, carries 0.01; number 3, H, carries 0.01; number 4, H, carries 0.18; number 5, N, carries 0.15; number 6, C, carries -0.15; number 7, N, carries 0.02

***

Formula: C2H2N2O
Source: the OMol25 dataset
Level of theory: ωB97M-V/def2-TZVPD

Computed properties:
**Strongest force on any atom**: 1.80 eV/A
**Energy**: -7129.8584 eV
**LUMO level (spin up / spin down)**: -2.8 / -2.9 eV

Geometry as ORCA input:
```
! RIJCOSX wB97M-V def2-TZVPD def2/J DEFGRID3
* xyz 0 1
C 0.82 -0.71 0.53
C -0.78 0.67 -0.43
H 1.17 -1.04 1.52
O -0.45 0.46 -1.60
N 1.19 -0.96 -0.62
H -1.61 1.35 -0.11
N -0.33 0.24 0.72
*
```

Atomic charges from the Löwdin analysis, expressed in e, are listed below: number 1, C, carries -0.24; number 2, C, carries -0.46; number 3, H, carries 0.14; number 4, O, carries 0.05; number 5, N, carries 0.30; number 6, H, carries 0.15; number 7, N, carries 0.07

***

ΔE to the lowest compared entry with this formula, charge and spin, record by record: 0.0 0.0 37.4 0.0 96.7 35.8 69.5 30.9 0.0 23.7 64.0 132.4 24.3 94.7 97.5 58.3 70.4 103.6 80.0 91.9 kcal/mol